No. 1
Computed, not measured: a structure of composition C28H25CoF6IN3O3, with ωB97M-V/def2-TZVPD.

Computed properties:
energy relative to the best compared isomer or geometry (same formula, charge and spin) = 127.85 kJ/mol
charge = -2
lowest unoccupied orbital energy (spin up / spin down) = 4.4 / 4.4 eV
HOMO-LUMO gap (spin up / spin down) = 0.161 / 0.242 hartree
E_tot = -3751.60607 Eh
multiplicity = 5

```
67
C28H25CoF6IN3O3 ωB97M-V/def2-TZVPD
I 2.41 1.17 -2.64
Co 0.84 -0.28 -1.17
F -0.26 -3.75 -3.95
F -2.83 -0.50 -3.84
F -2.16 -3.08 -3.22
F -1.78 -0.26 -5.70
F -1.74 -2.99 -5.33
F -1.19 0.90 -3.98
O 1.60 0.93 4.99
O 0.40 2.39 -0.10
O -0.29 -1.25 -2.60
N -0.17 -1.51 0.02
N 0.55 4.79 2.58
N 1.99 0.15 0.74
C 2.31 2.08 4.49
C 0.32 4.16 1.41
C 2.38 -1.47 -0.78
C -4.44 0.78 0.65
C -3.83 0.00 -0.35
C -0.57 -1.38 -3.91
C 1.16 4.05 3.53
C 3.76 -1.59 1.23
C -3.67 1.76 1.28
C -2.51 0.19 -0.69
C 0.64 -1.28 -4.85
C -1.60 -0.31 -4.36
C -2.34 1.97 0.93
C -0.34 4.95 0.32
C -0.84 -1.92 0.84
C -1.69 1.17 -0.06
C 2.97 -2.61 -1.28
C 1.61 2.77 3.36
C 4.37 -2.73 0.70
C -1.71 -2.36 1.93
C 1.44 2.10 2.11
C 2.08 0.85 1.86
C -1.20 -2.79 -4.10
C -2.40 -3.69 1.61
C 2.76 -0.96 0.47
C -0.32 1.24 -0.43
C 3.99 -3.24 -0.53
C 0.67 2.85 1.17
H -2.43 -1.56 2.09
H 1.31 4.54 4.49
H -5.48 0.63 0.92
H 4.07 -1.20 2.19
H -0.57 5.95 0.69
H -1.68 -4.49 1.48
H -2.98 -3.60 0.68
H 1.00 -0.25 -4.86
H -4.41 -0.74 -0.89
H 1.27 0.47 4.21
H -4.11 2.37 2.05
H 3.32 1.78 4.21
H 4.48 -4.13 -0.93
H 2.39 2.77 5.34
H 5.16 -3.23 1.26
H -1.26 4.46 -0.03
H 2.77 0.51 2.63
H -1.79 2.73 1.46
H -1.10 -2.44 2.83
H -2.05 -0.41 -1.48
H 0.40 -1.60 -5.87
H 0.30 5.03 -0.56
H 2.67 -3.02 -2.24
H 1.44 -1.89 -4.44
H -3.08 -3.95 2.42
```

No. 2
Computed, not measured: an isolated molecule of C28H25N3O4, with ωB97M-V/def2-TZVPD.

Computed properties:
energy relative to the best compared isomer or geometry (same formula, charge and spin) = 20.68 kJ/mol
charge = 0
SMILES string = COc1ccc(CCn2c(-c3ccc(OC)cc3)nc3c(c(=O)c4ccccc4n3C)c2=O)cc1
lowest unoccupied orbital energy = 0.2 eV
HOMO-LUMO gap = 0.309 hartree
E_tot = -1547.26226 Eh

```
60
C28H25N3O4 ωB97M-V/def2-TZVPD
O 4.08 -3.90 0.88
O 4.40 0.13 3.16
O -3.60 0.23 0.95
O -4.65 1.87 -1.01
N -0.30 -0.06 -1.30
N -1.05 1.40 -2.92
N -1.54 -0.65 0.57
C 2.38 -1.13 3.70
C -3.95 3.92 -4.56
C -0.44 -0.73 -0.20
C 0.25 -0.18 3.06
C -2.49 0.88 -1.05
C -1.30 0.74 -1.75
C -4.20 3.25 -3.38
C 5.18 -0.78 3.89
C 3.13 -1.73 0.29
C -2.65 0.18 0.20
C 1.00 -1.19 3.64
C -1.67 -1.27 1.88
C -3.24 2.41 -2.82
C -2.73 3.75 -5.20
C 0.22 1.20 -3.59
C -1.25 -0.30 3.00
C 0.72 -1.57 0.14
C 0.63 -2.94 0.42
C 0.92 0.91 2.53
C 1.98 -1.00 0.05
C -1.77 2.92 -4.66
C 5.38 -3.40 0.68
C 2.30 0.99 2.58
C 3.03 -3.08 0.61
C 3.04 -0.03 3.16
C -3.57 1.72 -1.55
C 1.76 -3.68 0.66
C -2.00 2.23 -3.46
H 0.36 1.71 2.07
H 0.06 0.80 -4.59
H -5.13 3.35 -2.86
H 4.09 -1.24 0.23
H -1.71 0.67 2.83
H -2.73 -1.50 2.00
H 0.49 -2.05 4.07
H -2.52 4.27 -6.12
H 6.05 -4.23 0.91
H 5.09 -1.80 3.50
H -4.70 4.57 -4.99
H 0.76 2.14 -3.65
H 0.79 0.49 -3.00
H 2.82 1.84 2.16
H -1.63 -0.70 3.94
H -1.07 -2.17 1.93
H 4.90 -0.78 4.95
H 5.54 -3.09 -0.36
H 2.06 0.05 -0.20
H 1.70 -4.73 0.88
H -0.33 -3.44 0.40
H 6.21 -0.44 3.78
H 5.60 -2.56 1.34
H -0.83 2.81 -5.18
H 2.92 -1.94 4.17
```

No. 3
Computed, not measured: a structure of composition C28H25N5O2S3SbSe4Tc, with ωB97M-V/def2-TZVPD.

Computed properties:
energy relative to the best compared isomer or geometry (same formula, charge and spin) = 0.00 kJ/mol
charge = -2
lowest unoccupied orbital energy (spin up / spin down) = 3.3 / 3.3 eV
HOMO-LUMO gap (spin up / spin down) = 0.147 / 0.147 hartree
E_tot = -12627.55352 Eh
multiplicity = 3

```
69
C28H25N5O2S3SbSe4Tc ωB97M-V/def2-TZVPD
Sb 3.38 -1.27 -4.62
Tc 1.06 -0.55 -0.86
Se 2.13 -1.87 -6.61
Se 1.96 -1.12 -2.67
Se 4.55 0.81 -5.16
Se 5.19 -2.88 -4.27
S -2.84 -3.03 -1.73
S 0.46 2.05 3.20
S -0.03 -2.56 -0.84
O 1.98 1.29 -1.10
O 2.32 -1.18 0.59
N 2.32 1.46 1.42
N 3.56 -1.46 0.74
N -1.62 -0.74 -2.00
N 0.10 0.57 1.10
N -0.57 0.14 -1.84
C -2.44 0.02 1.32
C 0.16 2.44 -2.18
C -3.86 -2.03 0.63
C 4.37 -1.57 -0.34
C -2.92 -1.39 2.86
C -1.12 0.61 1.78
C 4.03 -1.69 1.99
C -1.10 1.36 2.93
C -3.38 1.07 3.57
C -4.01 -1.91 -0.85
C -3.46 0.04 2.51
C 5.34 -2.07 2.17
C 2.37 3.44 -1.81
C 1.50 2.34 -1.70
C -3.86 -2.36 3.49
C 1.96 4.64 -2.31
C 0.64 4.78 -2.75
C -4.78 -2.94 2.73
C -2.23 1.75 -2.63
C 5.68 -1.95 -0.19
C 1.02 1.27 1.73
C -1.45 -1.95 -1.60
C -0.22 3.71 -2.69
C -0.83 1.39 -2.18
C -2.61 -1.53 1.34
C -4.81 -2.70 1.30
C -2.22 1.67 3.80
C 6.19 -2.21 1.07
H -1.75 -2.12 1.04
H -2.07 2.40 4.58
H 6.28 -2.06 -1.09
H -3.79 -2.52 4.56
H -2.62 2.56 -2.01
H -4.26 1.27 4.17
H -5.53 -3.61 3.16
H -3.78 -0.92 -1.24
H 0.28 5.73 -3.14
H 5.69 -2.26 3.17
H 2.65 5.48 -2.38
H -4.47 -0.07 2.14
H 2.79 2.15 1.99
H -2.88 0.90 -2.55
H -2.21 2.08 -3.67
H -5.65 -3.10 0.74
H 2.52 1.52 0.41
H 3.32 -1.58 2.79
H 3.91 -1.36 -1.30
H 3.40 3.29 -1.48
H -5.01 -2.22 -1.16
H 7.22 -2.51 1.21
H -1.22 3.84 -3.07
H -2.00 -1.29 3.43
H -2.75 0.52 0.38
```

No. 4
Computed, not measured: a structure of composition C28H26AlF6N6O4S2, with ωB97M-V/def2-TZVPD.

Computed properties:
energy relative to the best compared isomer or geometry (same formula, charge and spin) = 62.82 kJ/mol
charge = +1
lowest unoccupied orbital energy (spin up / spin down) = -4.4 / -4.5 eV
HOMO-LUMO gap (spin up / spin down) = 0.210 / 0.210 hartree
E_tot = -3349.97897 Eh

```
73
C28H26AlF6N6O4S2 ωB97M-V/def2-TZVPD
S 1.40 -2.83 -0.52
S 2.81 -0.72 0.64
Al -0.32 0.29 0.81
F 2.96 -3.76 -2.47
F 1.72 -2.08 -3.07
F 3.36 -0.54 3.19
F 0.82 -4.03 -2.74
F 4.46 -2.08 2.14
F 2.35 -2.36 2.60
O -0.05 -0.01 -0.90
O 1.51 -0.12 1.05
O 1.64 -4.10 0.15
O 3.79 0.26 0.32
N 2.71 -1.83 -0.40
N -0.18 2.05 1.67
N -0.59 3.11 1.12
N -0.67 -0.26 2.58
N -1.97 1.48 0.13
N 1.85 1.70 -3.33
C 1.19 2.60 5.02
C -3.15 3.39 -1.50
C -2.12 -0.30 -4.46
C 1.00 1.28 5.49
C -3.63 2.08 -1.49
C 0.84 2.91 3.74
C -1.82 -1.78 4.14
C 1.78 -3.20 -2.30
C -2.09 3.74 -0.68
C 0.00 0.57 3.41
C -2.20 -4.07 3.48
C -1.57 -1.18 -2.29
C 3.29 -1.47 2.25
C -3.00 1.16 -0.66
C -1.05 -2.56 2.01
C 0.31 1.90 2.92
C -0.71 -0.11 -2.05
C -2.33 -3.05 4.40
C -1.56 -3.82 2.27
C -1.26 0.75 -4.24
C 1.93 1.03 -4.66
C -2.26 -1.28 -3.48
C -1.54 2.76 0.13
C -0.52 0.85 -3.06
C 0.42 2.00 -2.89
C -1.15 -1.54 2.94
C 0.42 0.29 4.73
C 2.64 0.95 -2.30
H -3.62 4.13 -2.13
H -2.68 -0.37 -5.39
H -3.34 0.14 -0.62
H 1.40 1.63 -5.39
H -1.97 -0.99 4.86
H -4.47 1.78 -2.09
H -1.44 -4.61 1.54
H 2.19 -0.03 -2.18
H 2.98 0.94 -4.93
H -2.92 -2.12 -3.65
H 1.34 1.03 6.49
H 0.51 2.36 -1.87
H 3.66 0.85 -2.65
H 2.30 2.61 -3.43
H 0.99 3.90 3.32
H 1.47 0.05 -4.57
H -2.59 -5.05 3.70
H -1.71 4.75 -0.62
H -1.68 -1.93 -1.52
H 0.31 -0.71 5.13
H 1.63 3.34 5.67
H 2.61 1.50 -1.37
H -1.15 1.52 -5.00
H -2.85 -3.22 5.34
H -0.53 -2.40 1.07
H 0.11 2.83 -3.53
```